Here is C64H52BiBrFGeO2P3 as an isolated structure from the OMol25 dataset. Energies are from wB97M-V/def2-TZVPD.

XYZ file:
```
125
Properties=species:S:1:pos:R:3:forces:R:3:mulliken_charge:R:1
Bi 5.784504 3.291111 21.555346 0.2332 0.0754 -0.0526 1.97
F 9.801696 6.978954 22.118144 0.0480 -0.4611 0.3303 -0.49
Ge 8.195271 6.232524 22.345117 0.4246 1.6246 0.6517 2.35
C 8.744934 4.517603 23.050393 0.6999 -2.0865 1.1884 0.31
C 9.891153 3.880045 22.505004 -0.9440 1.1129 -0.5001 -1.85
C 10.672898 2.974598 23.199566 0.8644 0.5308 -1.0066 -0.73
C 10.457688 2.759562 24.526876 -1.2011 -0.9155 0.8562 -0.62
C 9.309195 3.324660 25.135657 0.6305 0.2215 0.3114 -0.24
C 8.385045 4.073101 24.378363 0.5712 0.7622 -0.1173 0.54
P 6.695546 4.492990 25.041304 0.1648 -0.1499 -0.3275 1.84
C 6.030929 2.763506 25.351684 -0.4880 -0.2770 -0.2432 0.15
C 6.821980 1.614570 25.641340 -2.1964 1.2522 -0.8171 -0.66
C 6.199279 0.389966 25.823702 0.1441 -1.6224 1.7126 -0.93
C 4.819956 0.260222 25.712700 -0.0824 0.5875 -0.3774 -0.94
C 4.077832 1.372969 25.416385 -1.5505 1.0573 -0.8495 -0.45
C 4.618910 2.632760 25.245604 2.5846 0.2175 0.5122 0.08
C 7.110029 5.077321 26.714862 0.4193 -0.2794 0.6100 1.12
C 7.258854 6.464370 27.023704 -2.0979 0.1043 -2.2115 -0.14
C 7.593255 6.928231 28.286052 0.3540 -0.5741 -0.4546 -0.68
C 7.889921 5.956735 29.250996 1.0615 1.6273 0.3862 -0.87
C 7.798614 4.626432 28.925034 0.1654 -0.7891 0.1391 -0.83
C 7.398626 4.109601 27.681172 0.2556 4.1647 1.4112 -1.38
C 7.700182 6.853236 20.567033 0.0777 -0.0621 -0.3401 0.12
C 7.810867 8.239837 20.428504 -0.0200 1.5730 0.8748 -0.28
C 7.552763 8.886206 19.202402 0.9640 -1.1102 0.5802 -0.82
C 7.354284 8.099522 18.067994 -0.1895 0.4162 -0.2680 -1.21
C 7.252623 6.725214 18.160083 0.6992 0.7256 1.7026 -1.37
C 7.470855 6.119269 19.414393 -1.0049 -0.6760 -1.1001 0.83
P 7.451587 4.304927 19.420373 0.2648 -0.6349 -0.0503 1.41
C 9.242175 3.785677 19.230619 -2.0762 -2.2650 0.6079 0.45
C 10.209539 4.663889 18.959848 3.0315 0.8023 -0.2266 -0.52
C 11.579955 4.318778 18.879947 0.5865 -1.9271 -0.3295 -1.08
C 11.959578 2.976504 19.109823 -2.7276 -0.0922 1.1924 -0.69
C 10.949529 2.033058 19.535773 -1.0824 1.2464 -1.1386 -1.10
C 9.596805 2.439308 19.479484 0.3907 -0.3293 0.3840 0.26
C 6.495729 3.666801 17.993824 0.1081 -0.2071 -1.6523 1.46
C 5.526399 4.433051 17.339854 -0.0929 -2.9352 0.4277 -0.79
C 4.717610 3.818929 16.366479 -0.1571 1.2398 0.8092 -1.03
C 5.025963 2.594012 15.842634 0.1947 -0.7266 -1.2369 -0.54
C 6.173305 1.903555 16.281181 -1.2167 1.6553 0.5997 -1.10
C 6.790337 2.400932 17.401214 0.3733 1.4963 0.5707 -0.85
C 7.493168 7.510282 23.701406 0.0507 -2.1333 -1.4336 -0.05
C 8.410687 8.226939 24.391954 1.5305 1.7714 1.8267 -0.81
C 7.939568 9.243790 25.274155 3.0844 -0.2229 -0.4834 -0.88
C 6.627497 9.595574 25.302520 -0.3984 1.2771 1.1299 -0.86
C 5.697072 8.800896 24.681103 -0.2332 -0.3232 -1.2019 -0.46
C 6.148378 7.694968 23.909890 -2.6490 1.5140 -0.3057 0.23
P 4.813636 6.800974 22.927631 0.2192 0.6439 0.5510 1.91
C 3.774343 8.180938 22.182148 1.1591 -1.5363 0.0977 0.53
C 2.620884 8.745561 22.721978 1.0783 -0.0650 0.4372 -0.67
C 2.011176 9.759176 22.057369 -1.9312 1.3386 -0.4280 -0.63
C 2.483450 10.228542 20.822680 -0.4794 -1.0203 1.5378 -0.78
C 3.571553 9.635831 20.285197 2.5222 0.2384 -1.1037 -0.78
C 4.237699 8.580266 20.950492 -1.8020 1.4086 -0.6783 -0.20
C 3.730905 6.241602 24.281272 -0.7607 -1.0426 0.9443 1.01
C 2.627227 5.410254 23.932307 0.6104 0.6393 0.5733 -1.07
C 1.817841 4.853853 24.895758 0.4088 -0.0504 -0.0548 -0.73
C 2.018467 5.048626 26.238759 0.0294 0.4523 1.0343 -0.79
C 3.037694 5.887160 26.641109 1.0217 0.1484 -0.4252 -0.74
C 3.927107 6.419428 25.673386 -0.5992 0.2414 0.5358 -0.54
H 10.146635 4.109642 21.482634 0.3614 0.2091 0.0416 0.80
H 11.583626 2.601888 22.715531 -0.5640 -0.1746 0.1137 0.47
H 11.051466 1.954588 24.972459 -0.0212 0.8177 0.5496 0.37
H 9.196807 3.261563 26.254003 -0.1074 -0.2208 -1.4009 0.39
H 7.838373 1.866150 25.625541 1.3981 -0.8482 0.5103 0.60
H 6.633400 -0.512680 26.327790 0.4913 1.0065 -1.0955 0.34
H 4.282529 -0.662707 25.836681 0.2781 -0.3838 0.1787 0.47
H 3.010262 1.336313 25.196027 -0.0259 -0.5303 0.5848 0.58
H 4.073236 3.548845 25.075595 -0.4769 -0.1677 -0.1363 -0.16
H 6.856974 7.141907 26.174927 1.2024 -0.9292 1.8282 -0.06
H 7.735057 7.992360 28.477327 -0.2382 -0.3009 -0.0158 0.48
H 8.373361 6.326225 30.203977 -0.9540 -0.8394 -0.9687 0.29
H 8.126431 3.943691 29.671444 0.0470 -0.6464 0.5535 0.47
H 7.340657 3.091251 27.578632 -0.2380 -2.1669 -0.4894 0.58
H 8.134790 8.884812 21.322789 -0.7244 -1.0995 -1.3997 0.16
H 7.667507 9.957009 19.138448 -0.1012 0.0824 -0.0712 0.56
H 7.323920 8.533839 17.073696 -0.2813 0.2055 0.1834 0.45
H 7.009933 6.148947 17.313132 0.2702 -0.4055 -0.8663 1.13
H 10.023815 5.676225 18.859935 -0.6869 1.9548 -0.3418 0.67
H 12.401674 4.990500 18.560925 -1.0452 -0.0679 0.3711 0.42
H 12.953308 2.624368 19.070990 1.0578 -0.0002 -0.1444 0.51
H 11.092769 0.982161 19.805946 0.5654 0.4876 -0.2543 0.44
H 8.787526 1.711470 19.661097 0.5798 0.2605 0.1288 0.14
H 5.302476 5.352043 17.745753 -0.8273 1.9142 0.3928 0.78
H 3.815475 4.370422 16.107662 0.2450 -0.2056 -0.4706 0.46
H 4.441742 2.215740 14.983157 0.3246 0.1317 0.6980 0.37
H 6.566796 1.086965 15.744184 0.2156 -1.0313 -0.2796 0.60
H 7.652521 1.953915 17.790672 1.0612 -1.1197 0.3412 0.51
H 9.517213 8.084273 24.290056 -1.2448 0.0200 0.0087 0.45
H 8.712260 9.822791 25.852392 -0.9839 -0.5694 -0.6939 0.39
H 6.382227 10.536155 25.833856 -0.2365 -0.8420 -0.2881 0.40
H 4.651563 9.139727 24.661219 0.4130 -0.5270 0.1004 0.29
H 2.322554 8.465958 23.705579 -0.4511 -0.3010 0.5155 0.58
H 1.082542 10.241329 22.452491 0.9726 -0.5656 -0.1643 0.36
H 1.937663 10.976227 20.341286 -0.5033 1.2329 -0.7453 0.50
H 4.098276 10.101765 19.406181 -0.9431 -0.8182 0.5981 0.30
H 4.969725 8.092149 20.368917 1.2046 -0.5986 0.0036 0.28
H 2.324650 5.138657 22.940382 0.4168 0.3180 -0.7450 0.48
H 1.059334 4.204994 24.565417 -1.0715 -0.6707 -0.2934 0.58
H 1.394375 4.592961 26.995335 -0.1710 -0.0856 -0.1424 0.42
H 3.233843 6.105654 27.705567 -0.1800 -0.2068 -0.7100 0.42
H 4.716130 7.010738 26.149690 -0.0898 -0.1446 -0.8633 0.29
Br 3.699126 4.589463 20.189483 -0.3261 -0.8083 -0.2508 -0.31
C 3.144836 2.934758 19.236134 0.2603 0.1745 -0.5314 0.89
C 2.061096 3.104341 18.397535 1.2186 -3.5325 -0.2047 -0.68
C 1.738526 1.946415 17.546504 0.7240 0.6625 1.3936 -0.90
C 2.453691 0.766193 17.706338 -1.1508 0.6394 -1.8398 -0.62
C 3.551659 0.666657 18.553616 0.6377 -0.8485 0.7299 1.35
C 4.296442 -0.564574 18.641280 0.2323 0.2407 0.0099 -1.14
C 5.420599 -0.622938 19.402049 0.7889 -0.5523 -0.0461 -0.96
C 5.828391 0.476983 20.234186 0.8700 -1.5889 -0.9159 -0.29
C 5.186107 1.636881 20.169884 -2.3938 1.8155 -0.5657 0.26
C 3.972450 1.760968 19.321753 0.6067 1.2666 1.0662 -0.82
H 1.463569 3.958851 18.465681 -0.7317 1.2058 -0.3276 0.65
H 0.946007 2.018126 16.807631 0.0419 0.0188 0.2438 0.44
H 2.256714 -0.085380 17.019222 -0.0665 0.6462 0.7147 0.38
H 3.982020 -1.447493 18.076647 0.0695 0.4776 0.0159 0.39
H 6.105469 -1.491287 19.309835 -0.7723 0.4757 0.3967 0.39
H 6.738467 0.395088 20.813579 -0.0921 -0.2524 0.0061 0.61
O 3.454398 1.979757 22.447553 1.0705 -1.7354 -0.3436 -0.68
H 3.002423 2.172082 23.278419 0.1489 -0.2000 0.0261 0.14
H 3.847038 1.039881 22.508687 -1.1797 2.0736 0.1133 0.36
O 7.593419 1.729993 22.313871 -0.8952 -0.2739 -0.9914 -0.76
H 8.395230 2.243512 22.297832 1.0980 0.5609 0.1260 -0.01
H 7.521614 1.355475 23.186628 -0.1425 -0.2910 0.9410 0.31
```
Positions in Å, forces in eV/Å.

Charge = +2
HOMO-LUMO gap = 6.89 eV
LUMO = -5.69 eV
Energy relative to the best compared isomer or geometry (same formula, charge and spin) = 162.8 kJ/mol
E_HOMO = -12.581 eV
Calculated total energy = -8609.41077 Eh